Record 1
Computed, not measured: a structure of composition C36H40N3PRbS2SbSe4, with ωB97M-V/def2-TZVPD.

Geometry as ORCA input:
```
! wB97M-V def2-TZVPD RIJCOSX def2/J DEFGRID3
* xyz -2 1
N 2.560 -0.161 2.780
C 0.913 4.563 0.893
C 0.494 4.014 -4.165
C 5.669 2.381 3.343
H 0.149 -0.850 3.554
C 3.189 4.705 1.696
H 0.863 5.765 -5.343
C 0.921 3.329 4.510
C -2.705 5.051 -0.529
H -2.368 5.309 -1.525
C -0.798 -2.548 -0.121
C -2.054 -1.759 -0.494
C 1.608 2.293 3.897
Rb 1.064 0.457 0.154
C -2.889 0.452 0.204
C 1.369 3.848 5.718
Se 4.085 -1.372 -4.610
H 5.638 1.930 -0.500
H 0.623 7.322 -3.432
H -3.934 4.104 3.003
H -4.609 6.003 -0.776
H -2.685 1.509 0.015
C 6.565 3.094 2.566
H 1.265 1.868 2.964
H -2.348 -2.074 -1.502
H -3.270 -0.786 1.953
H 0.143 6.440 -1.177
C 2.237 4.114 0.879
H 3.572 6.198 3.191
H 2.533 3.308 0.207
C 5.681 2.057 0.576
Se 0.308 -0.496 -3.225
H 7.257 3.783 3.036
C 2.832 5.749 2.540
C 2.500 3.322 6.326
Sb 2.766 -0.545 -2.742
H -1.976 -2.478 2.083
N -1.853 -0.322 -0.417
H -0.585 -3.110 2.926
H 0.641 3.317 -4.979
H 0.831 4.662 6.187
H 2.931 -1.010 2.348
H 7.267 3.494 0.575
H 2.843 3.714 7.275
Se 3.279 1.814 -2.096
C 4.775 1.513 2.722
C -4.417 5.114 1.166
H 0.040 3.737 4.033
H -1.515 0.044 -1.303
C -0.936 -2.251 2.331
C -0.890 -1.040 3.268
H -1.715 3.384 2.240
C -3.593 4.381 2.013
H -0.453 5.986 1.752
H 5.656 2.509 4.420
N -0.193 -2.075 1.111
C -2.970 0.236 1.722
C -3.970 5.442 -0.104
C 0.067 4.388 -1.824
H -2.884 -2.029 0.170
H 4.062 1.845 6.194
H -1.460 -1.262 4.174
C 0.216 3.514 -2.897
C 0.567 5.620 1.730
C 1.523 6.209 2.551
H 4.207 4.336 1.676
S -1.418 0.572 2.607
H 1.239 7.026 3.204
Se 3.173 -1.952 -0.697
C 4.777 1.333 1.351
P -0.243 3.637 -0.195
C 0.495 6.256 -3.284
H 4.103 0.630 0.867
H -1.061 -3.620 -0.089
C 6.568 2.931 1.182
C 3.190 2.279 5.720
C 0.222 5.761 -2.020
H -5.404 5.418 1.494
H 0.776 -2.370 1.161
H 0.159 2.437 -2.759
C -1.867 4.323 0.312
S 3.661 0.471 3.709
C 2.745 1.785 4.503
H -3.738 0.894 2.133
H -0.054 -2.419 -0.912
C -2.338 3.983 1.584
H -3.902 0.247 -0.195
C 0.628 5.379 -4.358
*
```

Gap between HOMO and LUMO   4.273 eV
Energy relative to the best compared isomer or geometry (same formula, charge and spin)   0.00 kJ/mol

---

Record 2
Computed, not measured: a cluster of 3 separate species, C5H16N2O3 in total, with ωB97M-V/def2-TZVPD.

Geometry as ORCA input:
```
! wB97M-V def2-TZVPD RIJCOSX def2/J DEFGRID3
* xyz 0 1
H -0.952 -1.876 1.340
H 2.432 4.094 1.447
N -0.407 0.352 1.582
H 1.870 -0.373 -0.390
H -1.348 0.342 1.908
C -0.235 -0.206 0.244
H 1.605 1.144 1.682
H -1.700 -3.456 -0.282
C -1.385 -2.393 -0.750
H -2.318 -1.785 -0.681
H 2.432 2.944 2.367
H 0.619 -2.238 0.513
C 0.611 1.124 2.127
H -2.437 -1.767 -4.862
N 0.806 0.195 -2.106
O -2.545 -2.423 -4.232
O 0.512 1.640 3.203
H 0.073 -0.418 -2.450
H 1.243 1.317 -0.363
H -2.223 -1.892 -3.429
C -0.422 -1.733 0.318
H -0.920 -2.414 -1.638
H 0.602 1.063 -2.488
O 2.306 3.191 1.479
H -1.159 0.050 -0.374
C 0.966 0.238 -0.645
*
```

SMILES   CC[C@H](CN)NC=O.O.O
Gap between HOMO and LUMO   9.980 eV
Energy relative to the best compared isomer or geometry (same formula, charge and spin)   276.41 kJ/mol

---

Record 3
Computed, not measured: a cluster of 3 separate species, C17H31N3O7S in total, with ωB97M-V/def2-TZVPD.

Geometry as ORCA input:
```
! wB97M-V def2-TZVPD RIJCOSX def2/J DEFGRID3
* xyz 0 1
H 3.288 -4.965 -0.693
C -0.739 0.072 -3.744
N 1.405 4.434 2.489
C 1.694 4.771 1.250
N 4.689 8.466 -0.068
H -3.430 2.110 -1.539
C -2.891 0.429 -2.832
H -1.146 0.486 -0.653
H -0.851 -5.552 1.255
O 4.893 4.773 -0.815
H 0.711 -2.843 3.213
C 1.184 -6.339 1.444
H 1.029 -7.336 1.020
C -3.581 1.031 -1.606
H 0.269 0.495 -3.775
O -1.640 3.047 -0.325
H 2.404 4.404 -0.988
O -1.550 0.910 -2.939
C -2.307 -3.114 -0.096
H -3.014 4.397 0.437
H -4.659 0.869 -1.713
S 1.543 6.734 -0.826
C -0.779 -2.794 1.680
C 3.014 -5.648 0.117
H -2.896 -0.665 -2.754
H 1.268 -3.567 1.714
H -0.560 -1.730 1.539
H -3.423 0.731 -3.740
H 3.608 -5.390 0.999
H -2.683 2.289 1.308
O 0.057 -4.739 2.957
H -1.309 4.660 0.938
H 4.321 5.217 1.193
C 5.037 3.404 -0.224
C 4.371 7.195 0.061
O -3.219 0.378 -0.382
H 1.940 -6.391 2.236
C -0.131 -5.819 2.031
H -3.050 -3.558 0.572
O 1.631 -5.484 0.389
H -2.480 -2.038 -0.194
C 2.473 5.243 -0.142
C 0.403 -3.475 2.373
H -1.837 5.045 -0.720
H -1.677 -2.901 2.299
C -1.904 0.670 0.111
H -1.728 -0.056 0.913
O -0.998 -3.363 0.388
C -1.968 4.355 0.119
H 3.225 -6.675 -0.196
H -2.405 -3.581 -1.079
H -1.134 0.020 -4.762
H -0.582 -6.627 2.618
C 4.060 5.577 0.097
H -0.901 2.129 1.350
H -0.678 -0.930 -3.309
C -1.789 2.074 0.712
N 5.202 2.383 0.590
H 0.220 6.783 -0.300
*
```

SMILES   N#CO[C@@H](C#N)[C@H](S)C#N.COCCOCCOC.COCCOCCOC
Gap between HOMO and LUMO   7.958 eV

---

Record 4
Computed, not measured: a cluster of 2 separate species, C11H15N in total, with ωB97M-V/def2-TZVPD.

Geometry as ORCA input:
```
! wB97M-V def2-TZVPD RIJCOSX def2/J DEFGRID3
* xyz 1 2
H 3.548 0.326 1.126
C 1.537 -0.044 0.832
H -0.810 -1.426 -1.937
C -1.630 1.369 0.144
C 0.614 0.501 -0.064
H 1.747 1.116 -1.790
H -0.663 -3.685 0.171
H -0.721 -3.075 -2.333
C -0.259 1.877 -1.823
H 1.294 -0.875 2.910
N -0.380 0.102 1.976
C -1.107 -2.759 -0.167
H 3.178 -0.301 -0.498
H -1.077 -0.031 2.693
C 0.931 -0.290 2.081
H -0.073 2.361 -2.771
C -1.252 -2.385 -1.664
H -2.556 1.446 0.698
H -0.912 -1.873 0.433
C -0.563 0.673 0.751
H -2.278 -2.477 -2.006
H -2.364 2.354 -1.536
C -1.484 1.870 -1.130
C 2.960 -0.404 0.560
H -2.162 -2.950 0.055
C 0.798 1.205 -1.281
H 3.295 -1.400 0.841
*
```

Gap between HOMO and LUMO (alpha / beta)   9.304 / 6.395 eV
⟨S²⟩   0.77
Energy relative to the best compared isomer or geometry (same formula, charge and spin)   76.58 kJ/mol

---

Record 5
Computed, not measured: a cluster of 8 separate species, H16O8 in total, with ωB97M-V/def2-TZVPD.

Geometry as ORCA input:
```
! wB97M-V def2-TZVPD RIJCOSX def2/J DEFGRID3
* xyz 0 1
H -0.785 -1.787 -3.489
H 2.470 0.103 0.900
O 2.494 2.863 3.868
H 3.377 0.588 -0.270
O -1.461 -0.240 5.291
H -1.591 -3.859 -0.625
H 2.354 2.997 2.991
O -1.151 2.701 -2.298
O -0.978 -3.533 -1.264
H 1.836 3.304 4.388
H 0.266 -1.711 -4.548
H 0.274 0.998 0.891
O 2.462 0.730 0.147
O 0.056 -2.152 -3.656
H -1.114 3.416 -2.949
H -1.751 2.909 -1.638
O -1.928 -0.685 -2.956
H -2.158 -0.887 -2.063
H -1.137 -4.021 -2.088
H -2.228 0.247 -3.157
O 0.871 0.244 1.075
H -2.018 -1.058 5.019
H -1.055 -0.140 4.398
H 0.350 -0.515 0.576
*
```

SMILES   O.O.O.O.O.O.O.O
Gap between HOMO and LUMO   9.665 eV
Energy relative to the best compared isomer or geometry (same formula, charge and spin)   517.13 kJ/mol

---

Record 6
Computed, not measured: the molecule C19H23N5O7, with ωB97M-V/def2-TZVPD.

Geometry as ORCA input:
```
! wB97M-V def2-TZVPD RIJCOSX def2/J DEFGRID3
* xyz 0 1
C -3.284 -1.791 -1.026
C 2.751 -3.289 1.038
O -2.701 -0.754 -1.665
N -3.418 -0.246 1.438
C -1.504 0.792 1.139
O 3.920 0.075 -0.866
H 0.844 4.880 1.440
C -2.425 -2.876 -0.442
C 4.375 1.267 -1.504
H 5.102 0.962 -2.265
H 2.276 4.896 0.401
H -0.299 -2.308 -1.620
C 2.330 -1.465 -0.242
H 5.870 1.694 -0.016
H 5.374 3.092 -0.981
H 4.257 -1.897 0.540
H 0.715 -3.907 0.956
C 2.610 -0.230 -0.944
H -0.412 -1.622 1.944
C 1.339 2.977 0.564
N -1.212 -2.463 0.236
N 3.300 -2.187 0.447
C 5.025 2.190 -0.485
H -2.121 -3.563 -1.242
C 1.275 4.492 0.520
N 1.414 -3.242 0.668
C -2.059 -0.429 1.396
H 1.759 2.570 -0.361
O 0.830 0.483 1.398
H -0.323 -0.773 -0.754
C -3.685 0.064 -2.080
H 1.938 2.622 1.411
O 0.013 2.467 0.699
N -2.548 1.701 1.010
C -3.752 1.077 1.185
H -5.366 -2.307 -0.619
C -0.102 1.192 1.089
H -5.857 0.009 -1.921
C -0.211 -1.858 -0.627
H 0.661 4.815 -0.316
H -1.997 -2.417 2.152
C -4.641 -1.641 -1.041
C -4.901 -0.430 -1.731
H 4.310 2.463 0.287
H -3.392 0.952 -2.602
H 3.524 1.751 -1.995
H -3.034 -3.446 0.266
H -4.106 -0.966 1.580
H -2.426 2.677 0.807
C -1.401 -1.768 1.503
O -4.861 1.549 1.143
O 3.288 -4.132 1.716
O 1.791 0.436 -1.538
C 1.151 -2.139 -0.093
*
```

SMILES   CCOC(=O)c1[nH]c(=O)[nH]c1CN(Cc1ccco1)Cc1[nH]c(=O)[nH]c1C(=O)OCC
Gap between HOMO and LUMO   8.453 eV
Energy relative to the best compared isomer or geometry (same formula, charge and spin)   14.79 kJ/mol